## a
An isolated ion of composition C4H11INO and charge +1, computed with ωB97M-V/def2-TZVPD.

Summary:
* structure (SMILES): CC(C)[NH2+][C@H](O)I
* charge: +1

Positions of all 18 atoms, in Å:
C1 -1.5861 0.2342 1.2615
H1 0.9223 1.1139 0.4965
H2 -2.6344 0.0928 1.0148
H3 -0.8521 -1.1167 -0.2477
O1 1.5968 -1.8986 -0.1230
C2 -1.0494 0.8558 -1.1195
H4 -1.4591 1.2646 1.5853
H5 2.1093 -2.4743 -0.7071
N1 0.7185 0.1072 0.4402
H6 1.5097 -0.3412 -1.4790
C3 1.7055 -0.5816 -0.4286
H7 -0.9079 1.8972 -0.8383
H8 0.8373 -0.2939 1.3833
C4 -0.7341 -0.0689 0.0413
H9 -1.3533 -0.4332 2.0878
I1 3.7149 0.2717 0.0337
H10 -0.4473 0.6408 -1.9977
H11 -2.0905 0.7301 -1.4035

---

## b
An isolated ion of composition C4H11INO and charge +1, computed with ωB97M-V/def2-TZVPD.

Summary:
* structure (SMILES): C[C@H]([NH3+])[C@@](C)(O)I
* charge: +1

Positions of all 18 atoms, in Å:
H1 -0.9365 -1.4235 -1.8286
H2 -1.4042 -2.4298 0.3791
H3 0.9402 -1.0993 1.5546
H4 1.7063 -0.5612 0.3225
C1 -0.3530 -0.6135 -1.5652
N1 1.1591 -0.2733 1.1678
H5 -0.6736 0.9421 1.4704
H6 -0.2467 2.1747 -0.4611
H7 0.7132 -0.9560 -1.6257
O1 -0.8353 -1.6966 0.5891
C2 -0.8360 -0.4460 -0.0563
H8 1.0190 2.4860 0.4746
H9 1.7395 0.1078 1.8896
H10 -0.6867 0.2855 -2.0715
I1 -2.9746 0.1283 0.0159
H11 1.1031 1.1657 -0.9424
C3 0.5732 1.6641 -0.0849
C4 -0.0072 0.5449 0.7723

---

Bottom line: a, by a margin of 1.173 eV.

---

## a
A 2-piece molecular cluster, C2H4NPS overall, computed with ωB97M-V/def2-TZVPD.

Positions of all 9 atoms, in Å:
S1 -1.1750 -0.1730 0.4269
H1 -0.7969 2.0326 1.0569
N1 2.1318 -0.6322 0.0779
H2 0.8979 -1.9648 1.1051
C1 -0.9963 1.4304 0.3126
H3 -1.1978 1.9573 -0.5994
P1 3.1221 0.4984 0.1301
C2 1.2351 -1.5314 0.0957
H4 1.0201 -2.1547 -0.8621

---

## b
The molecule C2H4NPS, computed with ωB97M-V/def2-TZVPD.

Summary:
* structure (SMILES): S=PN1CC1

Positions of all 9 atoms, in Å:
N1 -0.4941 -0.2095 0.1895
H1 1.5199 -1.2604 0.6683
H2 0.7503 1.4265 0.9681
C1 0.5435 0.6763 0.0934
S1 -3.2035 0.6996 -0.0385
H3 0.6839 1.3013 -0.7777
C2 1.0203 -0.7236 -0.0190
H4 1.1977 -1.0849 -1.1044
P1 -2.0180 -0.8252 0.0203

---

Bottom line: b, by a margin of 1.939 eV.

---

## a
The molecule C8H16N2, computed with ωB97M-V/def2-TZVPD.

Positions of all 26 atoms, in Å:
H1 0.9058 3.1861 1.9956
H2 2.9094 1.7166 1.0094
H3 0.5744 -2.5286 0.6848
H4 2.9993 0.5808 -0.3632
N1 0.6163 -0.7089 0.1188
H5 0.1290 0.3966 -2.2492
H6 0.2734 -2.2013 -2.1213
C1 -0.5979 -2.1818 -1.4646
C2 0.1076 1.4437 0.9583
H7 -1.0103 1.2254 -1.1755
H8 -1.7700 -1.6984 1.0115
H9 -1.6109 0.0745 -2.3612
C3 -1.8657 -0.8986 0.2754
H10 -2.7841 -1.0597 -0.2892
H11 -0.5823 -3.0588 -0.8171
C4 -0.6650 -0.8636 -0.6737
H12 3.0017 -0.0173 1.2971
H13 -0.6894 2.6203 2.5173
C5 2.5884 0.7458 0.6357
H14 -0.5383 3.4579 0.9958
C6 -0.0356 2.7376 1.6482
C7 1.0970 0.6719 0.6151
H15 -1.5032 -2.2830 -2.0644
C8 -0.7905 0.2867 -1.6752
N2 1.1706 -1.6969 0.6899
H16 -1.9297 0.0531 0.8018

---

## b
A 2-piece molecular cluster, C8H16N2 overall, computed with ωB97M-V/def2-TZVPD.

Summary:
* structure (SMILES): Cc1c[nH]cn1.CC(C)C

Positions of all 26 atoms, in Å:
C1 0.1996 -1.3957 -0.6047
C2 0.1859 2.5119 0.3651
H1 0.2442 -0.4953 -1.2035
H2 -3.9711 2.4958 0.4099
H3 -0.6833 -1.9351 -0.9310
H4 1.3993 -3.5777 0.7825
H5 3.5726 -2.2833 -0.0919
H6 -2.3448 4.3865 1.0611
N1 -0.7637 1.6165 0.2379
C3 -1.9360 2.2697 0.4887
H7 -3.4666 1.1878 -0.6058
C4 1.4759 -2.2480 -0.8387
H8 2.6168 -1.2020 0.7709
C5 -1.6835 3.5766 0.8156
H9 0.1848 -4.0075 -0.4504
C6 1.1901 -3.6523 -0.2948
H10 0.1486 -1.2690 0.4738
H11 1.6454 -2.2621 -1.9103
H12 0.2095 4.5508 0.7438
C7 -3.3030 1.6856 0.3496
N2 -0.3153 3.6930 0.7916
H13 -3.5608 0.9511 1.1090
C8 2.7104 -1.6205 -0.2398
H14 1.9568 -4.4073 -0.5042
H15 1.2158 2.2622 0.1795
H16 3.0726 -0.8315 -0.9041

---

Bottom line: b, by a margin of 4.363 eV.

---

## a
The molecule C2H6N2S, computed with ωB97M-V/def2-TZVPD.

Summary:
* structure (SMILES): C/N=C\NS

Positions of all 11 atoms, in Å:
H1 -0.8104 2.8786 1.0660
N1 0.2568 1.0218 0.0722
N2 0.2640 -1.3422 0.7144
H2 -0.3788 0.6421 -0.8229
H3 -1.2373 -1.2396 -0.7929
H4 0.7261 0.2599 1.8446
C1 -0.0695 -1.4664 -0.7973
H5 0.0553 -2.6047 -1.0001
S1 0.3526 2.6235 0.4429
C2 0.4551 -0.0445 0.8707
H6 0.3861 -0.7284 -1.5976

---

## b
The molecule C2H6N2S, computed with ωB97M-V/def2-TZVPD.

Summary:
* structure (SMILES): CNNC=S

Positions of all 11 atoms, in Å:
C1 -0.5714 -2.0192 -1.5554
N1 -0.8258 -1.5705 -0.1311
H1 -0.5931 -3.1131 -1.4914
H2 -1.0975 0.5853 -0.3472
S1 0.7984 1.9084 0.7238
H3 0.5510 -1.9209 -1.9092
C2 0.5422 0.3545 0.5549
N2 -0.5645 -0.2119 0.0850
H4 -1.7496 -1.6019 0.0249
H5 1.2496 -0.3842 0.8123
H6 -1.2268 -1.6341 -2.3440

---

## c
The molecule C2H6N2S, computed with ωB97M-V/def2-TZVPD.

Summary:
* structure (SMILES): [H]/N=C/N(C)S

Positions of all 11 atoms, in Å:
H1 1.8735 0.8143 1.5682
C1 0.0776 -0.9435 0.9114
H2 -1.6294 0.7159 -0.7445
H3 1.7968 1.7367 0.0111
N1 0.4508 0.1320 0.1490
C2 1.1719 1.2193 0.7666
H4 -0.9881 -2.4758 1.2814
H5 0.5084 1.9213 1.2308
S1 -0.4150 0.4835 -1.2843
N2 -0.9029 -1.7062 0.6133
H6 0.7468 -1.0833 1.7977

---

## d
The molecule C2H6N2S, computed with ωB97M-V/def2-TZVPD.

Summary:
* structure (SMILES): [H]/N=C(\C)NS

Positions of all 11 atoms, in Å:
N1 -0.1454 1.6852 -0.1025
S1 2.5720 0.1381 -0.2722
C1 -1.3710 -0.5904 -0.1736
H1 0.8634 -1.1599 0.4248
H2 -1.5211 -0.7345 -1.2886
C2 -0.1172 0.4095 -0.1887
H3 -1.1328 2.0795 -0.2145
H4 -2.3037 -0.1890 0.4411
N2 1.0284 -0.3346 -0.1347
H5 -0.8632 -1.7161 0.2893
H6 2.9906 0.4123 1.2196

---

Bottom line: c, by a margin of 1.057 eV.

---

## a
A 6-piece molecular cluster, C17H34NO16S4 overall, computed with ωB97M-V/def2-TZVPD.

Summary:
* charge: -1

Positions of all 72 atoms, in Å:
S1 0.3255 4.7472 -1.1832
H1 2.8738 3.1102 0.3564
O1 -0.7087 -0.2133 0.4702
H2 -2.2717 1.9698 2.4551
C1 4.6127 0.2906 2.6998
H3 -0.6675 -3.2830 -4.4981
H4 2.1086 -3.4294 -3.5002
O2 -4.5827 -1.2555 -0.6785
C2 0.5202 3.2565 4.7702
O3 0.5090 -1.7913 -0.4686
C3 2.3105 -4.3848 -3.9887
C4 -4.1290 -2.5345 -0.2230
O4 2.3249 -0.6832 3.4554
C5 0.5531 1.9656 4.2332
H5 -2.2506 1.2006 -1.4785
S2 3.0328 -0.4146 2.2430
H6 -0.2280 2.0130 0.6886
S3 -3.8682 -0.4996 -1.8841
H7 -3.8455 1.6145 -0.8779
H8 -6.1651 -3.2297 -0.1067
N1 -0.1987 -1.3739 0.4726
H9 1.4384 0.9442 -0.3283
H10 -1.6866 -3.2699 -3.0878
H11 -0.4035 0.5501 2.8847
O5 -0.1381 3.2258 -0.9501
H12 -3.7271 -3.1280 -1.0410
H13 -3.3445 -2.3808 0.5315
C6 -3.1103 0.8154 -0.9418
O6 3.3300 -1.4790 1.3305
H14 -0.6513 5.1326 4.8090
C7 -0.3821 1.5551 3.2948
H15 -2.8474 0.3449 -0.0012
C8 -0.5320 4.1098 4.4762
C9 3.2493 2.2485 -0.1930
O7 -2.8494 -1.3919 -2.3700
H16 -5.0376 -4.2736 0.7897
H17 3.2827 2.5281 -1.2453
H18 -2.4113 4.2762 3.5831
O8 2.3497 0.7915 1.4704
H19 2.2718 -3.4435 -5.8548
S4 -0.0336 -4.9378 -2.9520
C10 -0.6522 -3.3317 -3.4139
C11 -1.4296 2.4219 2.9719
C12 -5.2481 -3.2463 0.4970
H20 1.3173 3.4791 5.4720
C13 -1.5147 3.6593 3.5797
C14 2.4682 0.9762 0.0393
H21 -0.3160 4.7497 1.8130
O9 -1.0490 -5.9100 -3.2508
H22 3.9198 -4.0959 -5.3966
H23 5.1997 -0.4503 3.2330
H24 -1.5492 3.1476 0.6487
O10 1.2640 4.7663 -2.2499
C15 -0.4906 3.0323 0.4140
O11 1.0720 4.8043 0.2250
H25 4.4211 1.1076 3.3998
O12 -4.8214 0.0659 -2.8001
H26 -0.0500 -2.5975 -2.8819
O13 -0.4061 -2.1148 1.4603
H27 5.1113 0.6941 1.8255
H28 3.0108 -4.9249 -3.3462
H29 -5.5225 -2.7753 1.4480
H30 4.2700 2.1019 0.1688
H31 1.0341 3.5818 1.8456
O14 0.5891 -4.9445 -1.6694
O15 1.0958 -5.1510 -4.0809
H32 1.2630 1.2872 4.6881
O16 -0.7891 5.6277 -1.2247
H33 2.7316 -5.2002 -5.9350
C16 2.8412 -4.2534 -5.4100
H34 2.8830 0.0883 -0.4440
C17 0.3239 4.1122 1.2117

---

## b
A 6-piece molecular cluster, C17H34NO16S4 overall, computed with ωB97M-V/def2-TZVPD.

Summary:
* charge: -1

Positions of all 72 atoms, in Å:
S1 3.0430 3.2987 -0.1294
H1 1.2484 -0.5793 -3.6349
O1 0.6779 1.2045 4.8408
H2 0.1835 1.7965 2.9301
H3 2.7204 0.1085 -4.4186
H4 4.8779 5.8113 -2.6183
H5 2.0517 0.7858 -2.9068
H6 0.1815 0.8849 -5.2966
C1 -0.4115 -2.8553 2.0131
C2 0.6301 0.9433 3.4407
H7 1.4552 2.1107 -5.0409
H8 -1.7586 -6.0845 3.4732
H9 0.9723 -1.1268 6.3065
N1 -1.7408 1.2077 0.7985
C3 1.8073 0.3277 -3.8652
S2 -2.8823 -4.1123 -3.1641
C4 3.8953 5.8576 -3.0877
H10 1.0685 3.0247 -1.5348
O2 -1.8250 0.7111 4.8674
H11 -3.2039 -4.4227 -0.1895
H12 -1.8437 -1.8357 -1.0284
O3 -2.0182 2.4089 0.6895
O4 3.1946 4.8131 -0.9535
H13 4.0322 5.6940 -4.1567
O5 -0.6056 1.1159 7.0338
C5 0.0274 -1.2016 5.7681
C6 1.2901 3.0292 -0.4675
O6 -3.0414 -2.5800 -2.4794
H14 0.3441 -6.0596 1.8444
C7 -0.1274 -5.2025 2.3019
H15 1.1305 2.0002 -0.1453
C8 -2.0751 0.4173 -3.2634
H16 -0.0657 -1.9193 1.6000
O7 -4.1695 -4.8301 -3.2141
H17 0.0380 0.0811 3.1338
H18 3.5838 6.8998 -3.0186
C9 -1.5515 -2.8423 2.7494
H19 -2.9883 -4.0622 3.7167
H20 2.7257 1.5772 3.1770
O8 -1.8753 2.4801 -4.9759
H21 0.5925 3.5689 0.1729
O9 -0.9552 0.5961 0.0417
H22 1.2163 -4.0401 1.2384
O10 -2.1409 -3.8298 -4.4306
C10 3.0363 4.8094 -2.3990
O11 -2.0251 3.0185 -2.5693
O12 -2.0129 -4.5922 -1.8710
H23 -2.1439 -1.9853 3.0341
H24 -0.8027 -1.7549 6.2073
H25 2.5008 -0.1507 3.3152
S3 -0.6049 0.5534 5.6615
C11 -2.0039 -4.0419 3.2730
O13 3.2127 3.6057 1.2658
H26 -1.5007 -3.8942 -0.0757
O14 0.0717 1.8989 -3.5088
C12 0.3170 -3.9995 1.8352
H27 -1.9438 -0.1912 -4.1582
H28 3.3423 3.8464 -2.8078
C13 -2.6863 -2.5230 -1.1049
S4 -1.5850 2.1314 -3.6154
H29 -3.1423 0.3658 -3.0477
C14 0.8442 1.3447 -4.5634
H30 0.2413 -1.7047 4.8252
O15 -2.3222 0.5320 1.6465
H31 2.0310 5.0267 -2.7601
H32 -3.4992 -2.0808 -0.5288
C15 -1.2754 -5.2151 3.0523
C16 2.0671 0.7562 2.8938
C17 -2.3886 -3.9176 -0.7074
H33 -1.4437 0.0650 -2.4478
O16 3.8874 2.3205 -0.7782
H34 2.1206 0.6055 1.8156

---

Bottom line: a, by a margin of 1.563 eV.

---

## a
A 2-piece molecular cluster, CH5OP overall, computed with ωB97M-V/def2-TZVPD.

Positions of all 8 atoms, in Å:
C1 1.1696 -0.6563 -0.1738
H1 -2.3761 -0.6703 -1.3324
H2 0.7003 -0.4138 -1.0670
H3 1.7300 0.1044 0.3939
O1 -1.1630 -0.7505 0.5971
H4 -1.9851 1.2725 -0.7457
H5 1.6138 -1.6996 -0.0459
P1 -2.1856 -0.0382 -0.1897

---

## b
The molecule CH5OP, computed with ωB97M-V/def2-TZVPD.

Summary:
* structure (SMILES): C[PH2]=O

Positions of all 8 atoms, in Å:
O1 -1.7100 1.6921 0.0810
P1 -1.1243 0.3754 0.2862
H1 1.0580 0.2596 -1.3646
H2 -1.9394 -0.6537 -0.3851
H3 1.0886 -0.7358 0.0875
C1 0.6978 0.2189 -0.2463
H4 -0.9630 -0.2123 1.6143
H5 0.9826 1.0415 0.3765

---

Bottom line: b, by a margin of 3.644 eV.

---

## a
A 2-piece molecular cluster, CHBrFNO overall, computed with ωB97M-V/def2-TZVPD.

Positions of all 6 atoms, in Å:
Br1 -1.2443 -1.7304 -1.0290
C1 0.1696 -0.4724 -0.4201
O1 -0.9676 0.5388 -2.8251
H1 -0.1603 -0.2024 0.5078
N1 0.0245 0.8714 -2.3026
F1 1.3782 -0.9904 -0.5412

---

## b
A 2-piece molecular cluster, CHBrFNO overall, computed with ωB97M-V/def2-TZVPD.

Positions of all 6 atoms, in Å:
Br1 -1.0439 -1.1069 0.4350
N1 -0.5836 1.7779 0.0560
O1 -1.5139 1.3952 0.5448
H1 1.4526 -0.6918 0.5871
F1 0.9578 -0.8615 -1.4354
C1 0.7309 -0.5130 -0.1875

---

Bottom line: a, by a margin of 0.693 eV.

---

## a
A 2-piece molecular cluster, C2H3I3O overall, computed with ωB97M-V/def2-TZVPD.

Summary:
* structure (SMILES): I/C=C/I.OI

Positions of all 9 atoms, in Å:
I1 -1.7563 -2.1451 0.0680
I2 2.6974 -0.0052 0.4064
H1 0.2170 -1.6123 1.6511
O1 -0.7175 2.3636 -1.0383
H2 0.1532 2.5652 -0.7864
H3 0.4931 -0.7877 -1.1271
C1 0.0767 -1.4132 0.6705
I3 -2.0895 1.9561 0.3704
C2 0.9260 -0.9214 -0.2146

---

## b
C2H3I3O as an isolated structure, computed with ωB97M-V/def2-TZVPD.

Positions of all 9 atoms, in Å:
H1 0.6472 -0.1307 -0.8603
H2 -0.2881 0.5798 0.6792
C1 -0.0834 0.5099 -0.3567
I1 -3.1910 -2.7035 -4.2091
O1 -1.2643 0.4286 -1.1086
H3 0.3810 1.4937 -0.5981
I2 -1.6839 -0.7415 -2.6536
I3 -4.9649 -1.1984 -1.4004
C2 -3.2661 -2.2430 -1.9436

---

Bottom line: a, by a margin of 2.941 eV.

---

## a
C2H6N4O as an isolated structure, computed with ωB97M-V/def2-TZVPD.

Positions of all 13 atoms, in Å:
N1 0.8812 1.0913 0.5542
C1 -1.5969 -0.0756 0.8015
H1 -0.8882 -0.6525 0.3235
N2 -1.2308 0.5479 1.9844
H2 0.8752 -1.0850 -2.6785
H3 -2.5641 -0.4699 0.8136
H4 2.4262 -0.1596 -0.4849
C2 1.6075 -1.0528 -1.9295
O1 0.0343 1.8403 0.3563
N3 -1.6344 1.3073 0.8836
H5 -2.0987 0.5691 2.6280
H6 2.6007 -1.5594 -2.3616
N4 1.5880 -0.3011 -0.8907

---

## b
A 2-piece molecular cluster, C2H6N4O overall, computed with ωB97M-V/def2-TZVPD.

Summary:
* structure (SMILES): [H]/N=N/N=O.C=CN

Positions of all 13 atoms, in Å:
O1 -2.8293 -0.3211 -1.0082
C1 1.1412 0.1925 1.4840
H1 0.4368 2.1600 -1.1124
H2 0.0706 -2.3066 -0.2829
N1 0.5689 -1.4359 -0.1935
N2 -1.0803 1.0483 -1.3701
N3 -2.1305 0.6548 -1.0686
H3 2.1212 0.3802 1.0837
H4 0.8421 0.7655 2.3399
H5 -0.6587 -0.8815 1.3782
C2 0.3236 -0.7137 0.9588
N4 -0.3409 1.9487 -1.7310
H6 1.5353 -1.4911 -0.4780

---

Bottom line: b, by a margin of 2.676 eV.